Computed, not measured: a single C5H12N2O molecule at a distorted geometry, with ωB97M-V with the def2-TZVPD basis set.

Values from the calculation:
Energy above the lowest of the compared OMol25 structures with the same formula, charge and spin ... 53.2 kcal/mol
Charge ... 0
SMILES string ... CN[C@H](CN)CC=O

Geometry (Å):
O -0.896117 -2.904043 -0.703455
N 0.994443 0.972885 0.351537
N -0.554811 1.135314 -2.148153
C 0.055057 -1.316896 0.790707
C 0.261231 1.619821 1.413083
C 0.370354 -0.198010 -0.268404
C -0.100286 -2.657038 0.171891
C -0.884287 0.267495 -1.045362
H 1.075350 -0.530471 -1.038547
H -1.318541 -0.660202 -1.422950
H -0.283880 1.047167 2.169538
H -0.121841 0.680691 -2.931521
H 0.510400 -3.489149 0.573033
H -0.354740 2.464871 1.091247
H -0.129151 1.998433 -1.858739
H 0.998575 2.199207 1.981045
H 0.843048 -1.259934 1.531000
H -0.911820 -0.939226 1.072655
H 1.935772 0.723737 0.618429
H -1.488762 0.845339 -0.347038

Atomic forces in eV per Å
0.157 0.107 -0.008
-0.241 -0.736 -0.353
-0.965 0.114 -0.050
0.317 1.156 -1.576
0.892 1.603 0.875
0.346 0.536 -0.347
-0.434 -0.583 0.034
1.373 -0.424 -0.039
0.036 -0.243 0.201
-0.661 0.381 0.171
-0.046 -0.438 -0.337
0.303 0.100 0.019
0.209 0.130 -0.001
-0.471 -0.495 -0.498
0.403 -0.090 -0.153
0.120 -0.291 0.184
-0.247 -0.235 0.479
-0.492 -0.400 1.160
-0.036 0.215 0.257
-0.560 -0.408 -0.018